# 1
13
Properties=species:S:1:pos:R:3 method="wB97M-V/def2-TZVPD" e_above_lowest_kcal_mol=22.56 orbital_gap_ev=11.65 largest_force_ev_per_a=1.324 e_homo_ev=-10.92 lumo_ev=0.72
C -1.032 -0.836 -0.232
C -0.280 0.465 -0.453
O -1.075 1.598 -0.147
C 1.015 0.534 0.391
C 1.957 -0.578 0.179
N 2.631 -1.518 0.105
H -1.956 -0.841 -0.818
H -0.424 -1.690 -0.538
H -1.287 -0.974 0.828
H -0.025 0.550 -1.517
H -1.745 1.331 0.499
H 0.755 0.432 1.446
H 1.467 1.527 0.256

# 2
13
Properties=species:S:1:pos:R:3 method="wB97M-V/def2-TZVPD" e_above_lowest_kcal_mol=126.32 orbital_gap_ev="8.43 / 8.43" largest_force_ev_per_a=0.511 e_homo_ev="-9.17 / -9.17" lumo_ev="-0.74 / -0.74"
O 2.531 -0.101 -0.622
N 1.853 0.829 -0.229
C 0.464 0.528 -0.177
C -0.281 -0.557 -0.447
C -1.556 0.118 0.003
C -0.692 1.395 0.258
H -0.063 -1.545 -0.834
H -2.341 0.214 -0.753
H -1.988 -0.315 0.912
H -0.920 2.227 -0.416
H -0.672 1.757 1.290
H 1.981 -2.130 0.295
H 1.555 -2.626 0.653